Entry 1:
The following is a DFT calculation (wB97M-V/def2-TZVPD) of one molecule with the formula C2H6N4.

Structure (XYZ):
```
12
Properties=species:S:1:pos:R:3:lowdin_charge:R:1
C 1.067 -0.723 0.987 -0.142
C -2.035 -0.047 -0.910 -0.078
H 0.732 1.200 -0.355 -0.001
H 2.235 1.975 -0.269 0.136
H 1.428 -1.492 1.761 0.126
H -0.859 -1.290 0.896 0.037
H -2.480 -0.947 -0.536 0.050
H -2.415 0.468 -1.951 0.125
N 1.696 1.025 -0.331 -0.016
N 1.898 0.205 0.692 -0.123
N -0.381 -0.599 0.498 -0.023
N -0.886 0.225 -0.482 -0.091
```

Summary:
- relative energy (zero: lowest compared OMol25 entry of this formula, charge and spin) (kcal/mol) = 107.15
- structure (SMILES) = C=NN/C=N\N
- frontier orbital gap (eV) = 8.97

Entry 2:
The following is a DFT calculation (wB97M-V/def2-TZVPD) of a 2-piece molecular cluster, C5H15N2O overall.

Structure (XYZ):
```
23
Properties=species:S:1:pos:R:3:lowdin_charge:R:1
C -0.898 0.966 2.416 -0.014
C -0.668 0.451 0.985 -0.305
C -1.242 1.142 -0.259 -0.142
C -1.395 0.193 -1.448 -0.200
C 0.135 -1.329 -2.405 -0.014
N -0.051 -0.197 -1.890 -0.069
N 0.840 0.124 0.743 0.171
H -0.999 -0.008 2.904 0.089
H -1.769 1.590 2.554 0.089
H -0.032 1.391 2.915 0.081
H -1.001 -0.590 0.920 0.138
H -2.197 1.452 0.152 0.125
H -0.582 1.962 -0.543 0.129
H -2.001 -0.664 -1.135 0.125
H -1.733 0.759 -2.313 0.133
H 1.028 -1.643 -2.936 0.083
H -0.628 -2.114 -2.299 0.092
H 0.947 0.173 -0.284 0.093
H 1.089 -0.780 1.116 0.136
H 1.497 0.836 1.061 0.163
H 3.214 -1.890 -0.493 0.070
H 3.622 -0.679 0.262 0.072
O 2.826 -1.145 -0.025 -0.044
```

Summary:
- relative energy (zero: lowest compared OMol25 entry of this formula, charge and spin) (kcal/mol) = 41.71
- frontier orbital gap (eV) = 10.73
- total charge = +1

Entry 3:
The following is a DFT calculation (wB97M-V/def2-TZVPD) of one molecule with the formula C2H5N5.

Structure (XYZ):
```
12
Properties=species:S:1:pos:R:3:lowdin_charge:R:1
C 1.916 -0.108 0.182 -0.050
C -1.578 0.266 0.038 -0.469
H 1.834 -0.175 1.267 0.081
H 2.278 -1.016 -0.271 0.071
H 2.569 0.736 -0.078 0.085
H -3.004 -1.043 -0.010 0.061
H -0.518 -1.343 -0.725 0.139
N 0.588 0.212 -0.369 -0.238
N 0.209 1.545 -0.160 0.058
N -1.008 1.581 0.084 0.062
N -2.819 -0.017 0.041 0.117
N -0.467 -0.637 0.000 0.084
```

Summary:
- relative energy (zero: lowest compared OMol25 entry of this formula, charge and spin) (kcal/mol) = 70.78
- structure (SMILES) = [H]/N=c1/nnn(C)[nH]1
- frontier orbital gap (eV) = 9.29

Entry 4:
The following is a DFT calculation (wB97M-V/def2-TZVPD) of H22O11 as an isolated structure.

Structure (XYZ):
```
33
Properties=species:S:1:pos:R:3:lowdin_charge:R:1
O 1.019 1.422 -2.081 -0.024
H 1.854 0.981 -2.234 0.019
H 0.604 0.914 -1.383 -0.189
O 2.039 -0.649 -0.905 0.040
H 2.136 -1.598 -0.823 0.141
H 1.846 -0.506 -1.831 0.124
O 3.194 0.861 -0.295 -0.079
H 2.604 0.821 0.458 -0.188
H 3.027 0.050 -0.775 -0.136
O -2.948 0.096 0.537 -0.074
H -2.820 1.044 0.587 0.032
H -2.086 -0.249 0.302 -0.082
O -1.322 1.432 0.703 -0.058
H -1.475 2.176 1.286 0.146
H -0.641 1.734 0.102 0.112
O 1.791 1.008 1.278 0.017
H 1.176 0.443 0.810 -0.002
H 1.291 1.343 2.022 0.108
O 0.127 -2.590 0.170 -0.047
H -0.512 -1.922 0.417 -0.158
H -0.343 -3.419 0.265 0.039
O -1.683 -1.549 0.371 -0.018
H -2.013 -1.273 1.226 0.116
H -1.946 -2.467 0.298 0.151
O 0.198 0.403 -0.408 -0.127
H -0.471 -0.128 0.024 0.055
H 1.023 -0.040 -0.209 -0.006
O -1.682 0.061 -1.774 -0.009
H -1.557 0.819 -1.204 0.025
H -1.472 0.382 -2.651 0.070
O -0.016 -0.060 1.752 -0.059
H -0.766 0.314 1.291 -0.052
H -0.173 0.147 2.674 0.112
```

Summary:
- relative energy (zero: lowest compared OMol25 entry of this formula, charge and spin) (kcal/mol) = 407.24
- frontier orbital gap (eV) = 7.95

Entry 5:
The following is a DFT calculation (wB97M-V/def2-TZVPD) of C31H50CeP2 as an isolated structure.

Structure (XYZ):
```
84
Properties=species:S:1:pos:R:3:lowdin_charge:R:1
Ce -0.634 -0.865 0.203 0.893
C -2.406 -1.884 1.890 -0.305
C -3.124 -1.237 0.818 -0.342
C -2.066 -3.113 -0.057 -0.288
C -1.787 -3.058 1.343 -0.278
C -2.904 -2.000 -0.388 -0.331
C -2.350 -1.484 3.321 -0.020
H -3.175 -0.808 3.573 0.085
H -1.412 -0.979 3.609 0.083
H -2.438 -2.382 3.946 0.089
C -1.055 -4.078 2.129 -0.022
H -1.436 -4.130 3.155 0.086
H 0.017 -3.856 2.198 0.071
H -1.166 -5.070 1.673 0.091
C -1.559 -4.141 -1.004 -0.009
H -1.543 -5.130 -0.528 0.093
H -0.530 -3.922 -1.336 0.082
H -2.184 -4.185 -1.904 0.087
C -3.487 -1.761 -1.738 -0.033
H -4.107 -2.625 -2.021 0.100
H -2.722 -1.651 -2.524 0.069
H -4.114 -0.866 -1.754 0.081
C -4.086 -0.112 0.962 -0.035
H -5.116 -0.508 0.958 0.105
H -4.019 0.615 0.139 0.080
H -3.938 0.418 1.908 0.078
C 1.884 4.007 1.264 -0.145
C 0.829 4.072 2.098 -0.150
C -0.317 5.036 1.962 -0.171
C -0.856 5.205 0.529 -0.166
C -0.752 3.976 -0.337 -0.122
C 0.194 3.882 -1.290 -0.150
C 1.533 4.569 -1.267 -0.167
C 2.125 4.944 0.117 -0.162
H -0.037 6.028 2.358 0.129
H -0.333 6.048 0.049 0.114
H -1.129 4.684 2.616 0.114
H 1.805 5.964 0.384 0.117
H 2.748 3.375 1.518 0.092
H 0.824 3.498 3.033 0.104
H 3.218 5.005 -0.015 0.122
H 2.262 3.940 -1.811 0.109
H -0.011 3.438 -2.265 0.082
H 1.468 5.501 -1.859 0.131
H -1.911 5.512 0.594 0.124
H -1.597 3.276 -0.280 0.104
P 1.364 0.678 1.356 0.908
P -0.226 0.384 -2.316 0.833
C 1.735 1.529 -0.287 -0.359
C 1.476 0.980 -1.720 -0.323
H 2.782 1.854 -0.198 0.102
H 1.135 2.431 -0.159 0.005
H 1.719 1.801 -2.410 0.079
H 2.165 0.140 -1.915 0.088
C 0.147 -0.367 -3.922 -0.244
H -0.707 -0.990 -4.219 0.054
H 1.034 -1.002 -3.854 0.057
H 0.299 0.400 -4.693 0.060
C -1.413 1.641 -2.907 -0.256
H -1.040 2.153 -3.802 0.061
H -1.643 2.387 -2.140 0.010
H -2.358 1.143 -3.171 0.062
C 2.445 1.210 2.711 -0.231
H 2.188 0.577 3.576 0.064
H 2.337 2.259 3.013 0.019
H 3.489 1.023 2.424 0.070
C -0.332 1.399 1.662 -0.286
H -1.229 1.085 1.060 0.015
H -0.269 2.463 1.409 0.006
H -0.598 1.306 2.723 0.085
C 1.428 -2.358 0.210 -0.254
C 2.131 -3.527 -0.331 -0.309
C 3.331 -3.390 -1.072 -0.066
C 4.010 -4.508 -1.545 -0.099
C 3.505 -5.800 -1.318 -0.099
C 2.334 -5.952 -0.555 -0.083
C 1.673 -4.832 -0.059 -0.073
H 1.097 -2.502 1.264 0.033
H 1.977 -1.405 0.066 -0.021
H 3.729 -2.391 -1.238 0.096
H 4.933 -4.387 -2.109 0.099
H 4.021 -6.674 -1.715 0.098
H 1.934 -6.943 -0.358 0.102
H 0.789 -4.963 0.569 0.078
```

Summary:
- spin multiplicity = 2
- relative energy (zero: lowest compared OMol25 entry of this formula, charge and spin) (kcal/mol) = 10.47
- frontier orbital gap (alpha / beta) (eV) = 6.08 / 6.13
- total charge = +1

Entry 6:
The following is a DFT calculation (wB97M-V/def2-TZVPD) of C27H37ClN7O9SV as an isolated structure.

Structure (XYZ):
```
83
Properties=species:S:1:pos:R:3:lowdin_charge:R:1
V 1.939 -1.385 -1.014 0.718
O 0.805 -2.384 -4.698 0.142
C 1.096 -2.433 -3.390 -0.461
O 2.176 -2.059 -2.988 -0.097
C -0.005 -2.997 -2.488 -0.047
O 0.480 -2.815 -1.163 -0.253
C -0.295 -1.800 -0.435 -0.107
C -0.300 -0.386 -1.150 -0.640
O -1.209 0.360 -0.795 -0.004
O 0.553 -0.214 -2.090 -0.049
H 1.498 -1.801 -5.048 0.143
H -0.957 -2.499 -2.658 0.147
H -0.084 -4.072 -2.665 0.153
H -1.324 -2.153 -0.336 0.140
H 0.175 -1.709 0.597 0.103
O 3.024 -0.776 0.049 -0.428
C 2.000 2.034 -0.722 -0.045
C 2.826 1.449 -1.807 -0.490
N 3.523 2.374 -2.532 0.152
O 2.992 0.254 -2.082 -0.033
H 2.063 3.132 -0.697 0.099
H 2.433 1.654 0.176 0.090
H 0.755 1.672 -0.798 0.097
H 3.458 3.357 -2.360 0.083
H 4.126 2.042 -3.266 0.105
C 7.609 -5.210 -4.070 -0.057
C 6.776 -5.292 -2.817 -0.386
C 6.995 -6.281 -1.866 -0.075
C 6.158 -6.246 -0.758 -0.193
N 5.208 -5.351 -0.582 0.027
C 5.058 -4.413 -1.564 -0.812
S 3.839 -3.226 -1.387 0.742
N 5.833 -4.374 -2.684 0.067
H 8.364 -5.997 -4.102 0.060
H 8.115 -4.245 -4.117 0.071
H 6.970 -5.309 -4.948 0.070
H 7.766 -7.033 -1.975 0.080
H 6.257 -6.982 0.039 0.091
O 2.318 -2.624 1.859 -0.081
N 1.743 -2.750 0.827 -0.085
C -2.320 0.807 3.871 -0.036
C -2.637 2.313 3.896 -0.500
C -4.143 2.483 4.158 -0.047
C -1.921 2.886 5.129 -0.050
C -2.208 3.071 2.603 -0.411
O -2.313 4.491 2.866 -0.034
C -3.160 2.869 1.407 -0.095
C -3.562 1.469 0.940 -0.147
C -4.459 1.549 -0.271 -0.214
C -5.837 1.420 -0.138 -0.035
C -6.676 1.514 -1.239 -0.115
C -6.131 1.746 -2.487 -0.678
Cl -7.178 1.873 -3.876 0.632
C -4.762 1.881 -2.645 -0.098
C -3.933 1.780 -1.539 -0.023
C -0.704 3.007 2.292 -0.038
N 0.009 1.823 1.854 -0.048
C 0.380 1.453 0.639 -0.264
N 1.181 0.372 0.667 -0.026
C 1.331 0.202 1.998 -0.157
N 0.683 1.050 2.774 0.120
H -2.928 0.281 4.611 0.087
H -1.282 0.617 4.137 0.066
H -2.503 0.336 2.908 0.069
H -4.416 1.993 5.093 0.086
H -4.755 2.039 3.373 0.071
H -4.432 3.534 4.256 0.084
H -2.235 2.346 6.025 0.088
H -2.150 3.940 5.281 0.083
H -0.838 2.781 5.054 0.080
H -3.235 4.697 3.040 0.084
H -2.737 3.428 0.565 0.129
H -4.090 3.404 1.629 0.120
H -4.107 0.948 1.728 0.095
H -2.697 0.854 0.701 0.093
H -6.271 1.239 0.839 0.112
H -7.746 1.407 -1.122 0.100
H -4.342 2.061 -3.625 0.105
H -2.863 1.881 -1.670 0.106
H -0.180 3.358 3.178 0.125
H -0.497 3.765 1.533 0.140
H -0.053 2.088 -0.338 0.198
H 1.960 -0.570 2.410 0.106
```

Summary:
- spin multiplicity = 4
- relative energy (zero: lowest compared OMol25 entry of this formula, charge and spin) (kcal/mol) = 147.92
- frontier orbital gap (alpha / beta) (eV) = 5.29 / 5.34
- total charge = -1

Entry 7:
The following is a DFT calculation (wB97M-V/def2-TZVPD) of a 2-piece molecular cluster, CHNO3 overall.

Structure (XYZ):
```
6
Properties=species:S:1:pos:R:3:lowdin_charge:R:1
C -1.074 0.093 0.049 -0.629
N 1.874 -0.676 0.188 0.278
O -1.669 -0.857 0.308 0.057
O 2.460 0.280 0.002 0.190
O 0.159 0.144 0.085 -0.089
H -1.750 1.015 -0.631 0.193
```

Summary:
- relative energy (zero: lowest compared OMol25 entry of this formula, charge and spin) (kcal/mol) = 69.25
- frontier orbital gap (alpha / beta) (eV) = 6.87 / 6.87

Entry 8:
The following is a DFT calculation (wB97M-V/def2-TZVPD) of one molecule with the formula C4H3F2I.

Structure (XYZ):
```
10
Properties=species:S:1:pos:R:3:lowdin_charge:R:1
C -1.763 0.729 0.148 0.077
C 0.221 -0.608 0.041 -0.041
C -0.472 0.706 -0.097 -0.464
C 1.617 -0.947 -0.134 -0.700
F 0.228 1.752 -0.335 0.086
F 1.939 -2.270 -0.159 -0.065
I 3.310 0.340 -0.049 0.859
H -2.268 1.787 0.194 0.122
H -2.279 -0.103 0.385 0.022
H -0.532 -1.387 0.007 0.104
```

Summary:
- relative energy (zero: lowest compared OMol25 entry of this formula, charge and spin) (kcal/mol) = 0.00
- structure (SMILES) = C=C(F)/C=C(/F)I
- frontier orbital gap (eV) = 8.81